C3H8OS | ωB97M-V with the def2-TZVPD basis set

Structure (ORCA input):
```
! RIJCOSX wB97M-V def2-TZVPD def2/J DEFGRID3
* xyz 0 1
S 1.674 0.378 -1.940
O 0.387 -0.272 2.102
C -0.431 -0.409 -0.243
C -0.727 -0.261 1.226
C 0.314 0.848 -0.836
H 1.016 -0.392 -2.780
H -1.315 0.663 1.552
H -0.544 1.509 -1.093
H 1.189 -0.435 1.591
H -1.354 -0.659 -0.827
H -1.261 -1.154 1.562
H 0.257 -1.264 -0.304
H 0.796 1.446 -0.011
*
```

Its energy above the lowest of the compared OMol25 structures with the same formula, charge and spin is 63.5 kJ/mol. As for the highest occupied orbital energy: -9.29 eV. The SMILES is OCCCS. The total energy comes out at -16122.57975 eV. The frontier orbital gap is 10.1790 eV.


C31H56Cl2N3O5P2 | ωB97M-V with the def2-TZVPD basis set

Structure (ORCA input):
```
! RIJCOSX wB97M-V def2-TZVPD def2/J DEFGRID3
* xyz -1 3
Cl 0.426 -1.657 3.813
Cl 1.219 1.342 -1.358
P -1.181 -2.286 2.561
P -0.950 -1.119 0.499
O 0.371 -0.176 -3.253
O 4.426 1.633 5.662
O -3.860 2.024 -3.937
O -0.580 -3.807 2.197
O 0.699 -3.402 -3.054
N 5.106 0.556 5.782
N -3.756 2.624 -5.066
N 2.531 -2.319 -2.251
C 0.110 0.119 -2.124
C -4.562 -0.349 -0.995
C -5.117 -3.036 -0.695
C -5.533 -0.945 -1.776
C -3.005 0.773 -6.513
C 3.732 -0.199 3.889
C -1.345 2.367 -5.512
C -5.821 -2.290 -1.632
C 1.309 -2.976 -2.093
C -2.521 4.498 -6.217
C 3.937 -1.405 7.562
C -2.802 -0.462 0.823
C 6.138 1.783 7.631
C 0.806 -1.876 0.222
C -1.663 1.474 -6.708
C -5.391 0.952 -5.781
C 5.701 0.406 7.149
C 4.413 -0.630 5.178
C -2.455 3.365 -5.170
C 6.955 -0.496 7.125
C -4.155 1.735 -6.204
C -0.301 0.441 1.362
C 4.640 -0.159 8.097
C -3.844 -1.081 -0.042
C -4.530 2.544 -7.452
C -4.149 -2.440 0.087
C 5.408 -1.740 4.809
C 0.849 -3.136 -0.664
C -2.171 4.010 -3.819
C 3.370 -1.156 6.166
C -1.043 -0.359 -1.319
H 4.622 -2.258 7.552
H -1.654 2.050 -7.639
H 5.297 2.463 7.734
H -1.745 0.482 -1.272
H 6.749 -1.517 7.442
H 3.098 -2.741 -2.972
H -2.049 3.270 -3.033
H -1.168 1.722 -4.646
H 6.856 2.228 6.940
H 2.938 -2.070 5.754
H -0.879 0.721 -6.806
H -3.619 -3.028 0.825
H -4.365 0.710 -1.135
H -1.244 4.581 -3.890
H -0.473 1.289 0.697
H -2.912 0.063 -5.686
H -5.264 3.313 -7.206
H 6.615 1.673 8.606
H 3.125 -1.678 8.238
H 3.291 -1.077 3.417
H -1.551 -2.346 -0.018
H 7.399 -0.530 6.132
H 5.117 -0.370 9.058
H 4.882 -2.493 4.222
H -5.330 -4.092 -0.572
H -2.079 4.218 -7.173
H -6.592 -2.745 -2.241
H -2.976 4.689 -3.531
H -0.116 -3.643 -0.684
H 5.840 -2.248 5.667
H -6.087 -0.354 -2.497
H 6.219 -1.342 4.198
H 3.040 -2.203 -1.387
H -0.896 0.629 2.261
H 2.553 -0.432 6.233
H 1.121 -2.197 1.220
H -6.195 1.626 -5.483
H -1.506 -1.109 -1.967
H -5.179 0.283 -4.951
H -3.681 3.021 -7.934
H 3.889 0.616 8.280
H -2.827 0.627 0.735
H -4.979 1.871 -8.183
H 7.711 -0.096 7.801
H -5.734 0.355 -6.628
H -3.055 -0.695 1.863
H -1.976 5.368 -5.853
H 4.445 0.248 3.193
H 2.932 0.515 4.063
H 0.353 -3.861 2.429
H -0.420 2.922 -5.683
H 1.550 -1.133 -0.068
H -3.271 0.192 -7.400
H 0.756 0.391 1.614
H 1.564 -3.841 -0.219
H -3.548 4.816 -6.395
*
```

Its energy above the lowest of the compared OMol25 structures with the same formula, charge and spin is 0.0 kJ/mol. As for the highest occupied orbital energy (spin up / spin down): -3.80 / -3.80 eV. Its expectation value of S² is 2.0082. The total energy comes out at -91384.41315 eV. The frontier orbital gap (spin up / spin down) is 6.0497 / 6.0169 eV.


C5H5N2O5S2 | ωB97M-V with the def2-TZVPD basis set

Structure (ORCA input):
```
! RIJCOSX wB97M-V def2-TZVPD def2/J DEFGRID3
* xyz -1 1
S 2.871 2.129 -0.508
S -1.053 -0.095 -0.273
O -0.835 3.890 2.051
O 2.811 2.155 -1.986
O 3.747 1.074 0.009
O 0.312 2.712 3.373
O 2.885 3.419 0.085
N -0.327 2.800 2.354
N -2.735 1.104 1.466
C -0.484 1.764 1.550
C 1.254 1.347 -0.143
C 1.428 -0.986 -1.377
C 0.779 0.167 -0.526
C -1.437 1.166 0.915
H -3.480 1.064 0.728
H 2.193 -1.435 -0.785
H 1.894 -0.530 -2.298
H -2.892 1.789 2.204
H 0.708 -1.788 -1.519
*
```

As for the highest occupied orbital energy (spin up / spin down): -5.56 / -5.56 eV. The total energy comes out at -40147.90634 eV. The frontier orbital gap (spin up / spin down) is 6.9433 / 6.9788 eV.


C36H24BrF4InN3OPS2 | ωB97M-V with the def2-TZVPD basis set

Structure (ORCA input):
```
! RIJCOSX wB97M-V def2-TZVPD def2/J DEFGRID3
* xyz 0 1
In 1.451 0.353 -0.987
Br -2.230 2.188 -2.114
S 0.081 -0.415 -2.879
S 1.717 -1.902 -0.199
P -1.538 0.076 0.519
F -6.661 -0.070 1.198
F -7.161 1.496 -0.950
F -4.176 -0.628 1.907
F -5.157 2.485 -2.401
O 4.928 2.658 -1.710
N 3.676 0.537 0.598
N 2.949 1.503 -1.960
N 0.910 2.606 -0.647
C -0.123 0.249 2.874
C -3.547 1.429 -1.006
C 0.871 -4.927 -2.702
C -2.095 -4.513 0.519
C -1.790 -1.741 0.612
C -3.254 0.610 0.094
C 4.020 -0.281 1.599
C 0.044 -2.963 -3.799
C 5.243 -0.915 1.674
C 1.473 3.361 -1.608
C 1.108 -2.751 -1.647
C 0.203 0.721 4.135
C -0.016 4.555 0.360
C -2.175 1.487 2.927
C -4.340 0.131 0.820
C -1.843 1.976 4.187
C 1.287 4.733 -1.636
C 5.842 0.179 -0.360
C -4.854 1.719 -1.352
C 0.188 3.192 0.319
C -2.131 -2.375 -0.581
C 6.170 -0.682 0.668
C 0.535 5.336 -0.646
C 0.469 -2.146 -2.743
C -2.289 -3.753 -0.626
C 2.338 2.630 -2.626
C -5.905 1.213 -0.613
C 4.584 0.759 -0.359
C -1.620 -2.504 1.761
C 1.303 -4.137 -1.653
C 4.171 1.735 -1.436
C -1.765 -3.884 1.713
C -0.655 1.596 4.793
C 0.231 -4.333 -3.786
C -5.648 0.415 0.480
C -1.324 0.617 2.257
H -2.527 -4.234 -1.567
H -0.232 2.545 1.085
H 1.708 2.280 -3.450
H 3.274 -0.433 2.371
H 1.801 -4.593 -0.806
H 1.133 0.417 4.601
H -2.194 -5.591 0.479
H -3.108 1.795 2.468
H 5.462 -1.572 2.505
H -1.378 -2.029 2.704
H -0.397 1.975 5.774
H -0.595 4.987 1.165
H 1.035 -5.997 -2.676
H 0.395 6.410 -0.646
H 3.082 3.314 -3.030
H 7.138 -1.168 0.691
H -0.443 -2.493 -4.645
H 0.559 -0.427 2.363
H -1.626 -4.469 2.614
H 1.760 5.310 -2.420
H -2.247 -1.794 -1.489
H 6.536 0.419 -1.154
H -2.519 2.652 4.695
H -0.111 -4.932 -4.620
*
```

As for the highest occupied orbital energy: -7.30 eV. The total energy comes out at -161286.86912 eV. The frontier orbital gap is 7.3491 eV.